[1]
This record from the Open Molecules 2025 dataset describes a cluster of 6 separate species, C6H24O6 in total. The level of theory is ωB97M-V/def2-TZVPD.

Positions of all 36 atoms, in Å:
C1 3.7029 0.8693 -1.4375
O1 2.5889 1.6512 -1.8119
H1 4.4115 0.8682 -2.2649
H2 4.2146 1.2767 -0.5552
H3 3.4244 -0.1647 -1.2039
H4 1.8330 1.3812 -1.2692
C2 -3.2568 2.1567 0.4288
O2 -2.2895 1.5189 -0.4135
H5 -4.2524 1.7368 0.2703
H6 -2.9651 1.9537 1.4550
H7 -3.2815 3.2309 0.2505
H8 -2.2768 1.9610 -1.2672
C3 0.8950 -0.7703 -4.3936
O3 -0.0588 -1.2895 -5.3035
H9 1.1755 -1.5100 -3.6365
H10 1.8045 -0.4226 -4.8967
H11 0.4874 0.1025 -3.8875
H12 0.3700 -1.9902 -5.8008
C4 0.4394 -0.7523 -0.3432
O4 0.3885 0.6838 -0.3317
H13 1.2087 -1.1093 0.3378
H14 -0.5220 -1.1362 0.0115
H15 0.6011 -1.1285 -1.3536
H16 -0.5513 0.9168 -0.3506
C5 -0.5302 2.1701 3.1441
O5 0.5475 2.9995 3.5457
H17 -0.5158 1.2019 3.6510
H18 -1.4627 2.6720 3.4024
H19 -0.5118 2.0030 2.0623
H20 1.2951 2.4466 3.7821
C6 -1.1039 -4.0415 3.3814
O6 -1.7797 -3.3795 2.3070
H21 -1.2132 -5.1270 3.3027
H22 -0.0312 -3.8288 3.3698
H23 -1.5406 -3.6803 4.3044
H24 -1.2448 -3.4700 1.5142

Properties
Energy relative to the best compared isomer or geometry (same formula, charge and spin) = 343.0 kJ/mol
Structure (SMILES) = CO.CO.CO.CO.CO.CO

[2]
This record from the Open Molecules 2025 dataset describes a structure of composition C18H19NO2Sn in a non-equilibrium geometry. The level of theory is ωB97M-V/def2-TZVPD.

Positions of all 41 atoms, in Å:
C1 1.6510 -0.8744 -2.8549
C2 0.9476 2.2989 -1.8968
C3 0.3126 -0.7593 -2.1958
H1 1.5333 -1.2623 -3.8760
C4 -0.3284 2.0366 -1.4813
H2 1.5445 3.0222 -1.3412
H3 -0.0152 -1.6929 -1.7226
H4 -0.7609 2.6120 -0.6558
C5 -0.7846 -0.0514 -2.9350
H5 -1.6312 -0.7648 -3.0143
H6 -0.4634 0.1466 -3.9694
C6 2.4734 0.4429 -2.8952
H7 3.2197 0.3558 -3.7032
H8 3.0587 0.5237 -1.9637
C7 1.6447 1.7408 -3.0965
H9 0.9447 1.5887 -3.9244
H10 2.3668 2.5150 -3.4251
C8 -1.3221 1.2695 -2.3202
H11 -1.6770 1.9160 -3.1514
H12 -2.2317 1.0216 -1.7412
Sn1 1.1345 0.2263 -0.0811
H13 2.2287 -1.5794 -2.2099
O1 1.1750 3.2058 2.9335
C9 1.0172 2.2327 2.2199
O2 1.6405 2.0096 1.0715
C10 0.0574 1.1479 2.6441
C11 -0.5890 1.1734 3.8817
C12 -1.3040 0.0620 4.2902
C13 -1.3263 -1.1029 3.4877
C14 -1.8424 -2.3470 3.9220
C15 -1.7683 -3.4797 3.1275
C16 -1.2080 -3.4086 1.8393
C17 -0.7039 -2.2042 1.3621
C18 -0.7376 -1.0523 2.1798
N1 -0.1067 0.1134 1.7981
H14 -0.4754 2.0811 4.4620
H15 -1.8271 0.0504 5.2489
H16 -2.2812 -2.3669 4.9190
H17 -2.1481 -4.4299 3.4979
H18 -1.1634 -4.2956 1.2055
H19 -0.2541 -2.1210 0.3645

Properties
Energy relative to the best compared isomer or geometry (same formula, charge and spin) = 0.0 kJ/mol

[3]
This record from the Open Molecules 2025 dataset describes the molecule C5H11NOS in a non-equilibrium geometry. The level of theory is ωB97M-V/def2-TZVPD.

Positions of all 19 atoms, in Å:
C1 -0.1783 1.8774 -0.2346
C2 0.3746 0.5123 0.1664
C3 -0.3428 -0.1181 1.4175
C4 -0.9142 -1.5019 0.8928
C5 0.1737 -0.5556 -0.9853
H1 0.5540 2.6746 -1.8425
H2 0.2315 2.5954 0.4510
H3 -1.3453 1.8692 -0.3662
H4 2.2354 -0.8384 0.1308
H5 0.3876 -0.0449 2.1165
H6 -1.2101 0.4810 1.5586
H7 -0.8366 -2.5360 1.4720
H8 -1.9303 -1.4271 0.7148
H9 -0.2825 -2.6240 -0.8823
H10 -0.7214 -0.4294 -1.5134
H11 1.2490 -0.3998 -1.5228
N1 -0.0972 -1.8164 -0.3516
O1 0.4883 1.7827 -1.5855
S1 2.1644 0.4989 0.3639

Properties
Energy relative to the best compared isomer or geometry (same formula, charge and spin) = 382.1 kJ/mol
Structure (SMILES) = OC[C@@]1(S)CCNC1

[4]
This record from the Open Molecules 2025 dataset describes a cluster of 6 separate species, C36H78BClF5N2O24P6 in total in a non-equilibrium geometry. The level of theory is ωB97M-V/def2-TZVPD.

Positions of all 153 atoms, in Å:
C1 -6.1152 1.5592 1.2436
C2 -4.6680 2.1791 1.7008
C3 -4.2287 3.2373 0.5901
C4 -2.8518 3.9997 0.8463
N1 -1.6621 3.1423 1.1061
C5 -0.7745 3.0120 -0.1124
C6 0.0141 4.4028 -0.4148
C7 0.5631 4.4558 -1.9437
N2 1.8593 4.5629 -2.1689
O1 -1.4371 2.8130 -1.3909
P1 -1.1833 1.2345 -2.1467
C8 -2.9095 0.5705 -1.7601
C9 -4.1375 1.1087 -2.6199
C10 -4.5310 0.1850 -3.8990
Cl1 -4.0865 2.8405 -3.1964
C11 -0.5857 -0.2173 -3.2742
F1 -1.5325 -0.6254 -4.2645
F2 0.5558 0.2816 -4.0196
C12 -0.0684 -1.5327 -2.5285
F3 1.2663 -1.4330 -2.0166
F4 0.0528 -2.5517 -3.5625
F5 -0.9570 -2.1033 -1.5855
O2 -0.3813 0.6372 -0.7006
C13 0.1608 1.6707 0.1834
B1 1.7848 1.8416 0.1008
O3 2.5411 1.0675 -0.8901
O4 2.5074 2.7649 0.9319
C14 3.9398 2.5511 0.9235
C15 4.7286 3.2692 -0.2765
C16 -0.3117 1.0671 1.6220
C17 -1.4461 0.0120 1.7400
C18 -1.9557 -0.5387 3.1252
C19 -1.3564 -0.0568 4.5017
C20 -0.1787 0.9788 4.3941
C21 0.3371 1.5388 2.9764
H1 -5.9883 0.4108 1.1744
H2 -6.9248 1.8437 1.9942
H3 -6.3067 1.9207 0.1768
H4 -4.6859 2.5627 2.7729
H5 -3.9384 1.3040 1.6520
H6 -4.1899 2.7621 -0.4448
H7 -5.0554 4.0513 0.5647
H8 -3.0076 4.6506 1.7948
H9 -2.7257 4.7595 -0.0118
H10 -1.0737 3.7102 1.7534
H11 -0.6862 5.3240 -0.3384
H12 0.8512 4.6174 0.3502
H13 -0.1360 4.4508 -2.8522
H14 2.2789 4.5681 -1.2111
H15 -1.4896 1.8567 -3.4356
H16 0.1485 1.7745 -2.4265
H17 -3.1258 0.8552 -0.6568
H18 -2.9904 -0.5865 -1.7692
H19 -5.0664 1.0359 -1.9306
H20 -4.0476 0.5450 -4.8710
H21 -4.1852 -0.8846 -3.6414
H22 -5.6807 0.1218 -3.9693
H23 2.8388 0.2707 -0.3953
H24 4.3419 3.0318 1.8986
H25 4.2362 1.4374 1.0118
H26 4.7353 2.5759 -1.1843
H27 5.8334 3.4394 0.0234
H28 4.3153 4.2914 -0.5705
H29 -2.0068 -0.4236 0.8330
H30 -2.8227 -1.2962 3.1720
H31 -1.7664 -0.4482 5.4877
H32 0.2964 1.3207 5.3696
H33 1.1722 2.3119 3.0241
C22 1.7519 -4.4173 0.6827
O5 1.3679 -5.2126 1.8019
P2 0.5989 -4.3184 3.0583
O6 1.9538 -4.0281 3.7038
O7 -0.0462 -5.7055 3.6584
C23 0.8082 -6.8032 3.9358
O8 -0.2024 -3.3890 4.2587
C24 -0.1693 -3.8489 5.5959
H34 2.1999 -5.0667 -0.0712
H35 0.8738 -3.9311 0.2529
H36 2.4820 -3.6628 0.9849
H37 1.8288 -6.4849 4.1612
H38 0.8156 -7.4827 3.0811
H39 0.4112 -7.3377 4.8013
H40 0.8082 -4.2572 5.8638
H41 -0.9423 -4.6053 5.7457
H42 -0.3904 -3.0032 6.2501
C25 -6.9337 1.5013 -10.2162
O9 -6.2430 0.2574 -10.2700
P3 -4.9644 0.1225 -9.1200
O10 -3.9703 0.7373 -10.1049
O11 -5.0081 -1.5121 -9.2741
C26 -4.9114 -2.0894 -10.5666
O12 -3.7674 -0.0010 -7.8982
C27 -2.6751 -0.8796 -8.1045
H43 -7.7395 1.4867 -10.9521
H44 -7.3650 1.6445 -9.2230
H45 -6.2534 2.3245 -10.4467
H46 -4.3681 -1.4487 -11.2651
H47 -5.9138 -2.2863 -10.9524
H48 -4.3798 -3.0390 -10.4799
H49 -2.3158 -0.8493 -9.1359
H50 -2.9651 -1.8982 -7.8406
H51 -1.8654 -0.5738 -7.4392
C28 9.7502 2.2161 2.9841
O13 9.0783 1.1266 3.6084
P4 8.3556 0.0255 2.4946
O14 7.0573 0.8308 2.4629
O15 8.3210 -1.1172 3.6731
C29 7.7052 -0.8138 4.9157
O16 7.7721 -1.1112 1.3509
C30 6.6852 -1.9440 1.7185
H52 10.1999 2.8403 3.7582
H53 10.5404 1.8402 2.3304
H54 9.0448 2.8167 2.4050
H55 6.9306 -0.0498 4.8167
H56 8.4645 -0.4774 5.6248
H57 7.2470 -1.7253 5.3038
H58 5.9320 -1.4019 2.2950
H59 7.0508 -2.7970 2.2926
H60 6.2247 -2.3222 0.8040
C31 5.9862 4.7783 6.1751
O17 4.7967 5.0264 6.9183
P5 3.3504 4.6308 6.0665
O18 3.2713 6.0267 5.4491
O19 2.5386 4.5714 7.4931
C32 2.5918 5.6875 8.3678
O20 1.9598 4.0892 5.2225
C33 0.7091 4.6835 5.5293
H61 6.8469 5.0268 6.7983
H62 6.0408 3.7221 5.9023
H63 6.0071 5.3951 5.2736
H64 2.7697 6.6231 7.8325
H65 3.3797 5.5319 9.1076
H66 1.6354 5.7613 8.8891
H67 0.7962 5.7604 5.6917
H68 0.2840 4.2063 6.4141
H69 0.0319 4.5057 4.6916
C34 -1.8283 -4.3983 -4.4763
O21 -2.8131 -5.2456 -3.8846
P6 -2.2475 -6.1050 -2.5038
O22 -1.7453 -7.2647 -3.3641
O23 -3.8018 -6.3449 -2.0282
C35 -4.7192 -6.9376 -2.9334
O24 -1.6686 -6.8211 -1.0562
C36 -2.2596 -8.0299 -0.6178
H70 -2.2788 -3.8721 -5.3198
H71 -1.4868 -3.6693 -3.7487
H72 -0.9824 -4.9904 -4.8337
H73 -4.2219 -7.5826 -3.6617
H74 -5.2729 -6.1540 -3.4545
H75 -5.4266 -7.5406 -2.3604
H76 -2.4664 -8.7084 -1.4489
H77 -3.1815 -7.8147 -0.0743
H78 -1.5652 -8.5163 0.0700

Properties
Net charge = -1

[5]
This record from the Open Molecules 2025 dataset describes the molecule C23H25N3O3. The level of theory is ωB97M-V/def2-TZVPD.

Positions of all 54 atoms, in Å:
C1 3.5128 -1.1404 2.7084
N1 2.2184 -1.4732 3.2675
C2 2.2296 -2.7871 3.8723
H1 2.9223 -2.8610 4.7268
H2 2.5260 -3.5173 3.1205
H3 1.2269 -3.0352 4.2196
C3 1.7305 -0.4774 4.2041
C4 1.5121 0.8875 3.5558
H4 0.9468 1.5449 4.2271
H5 2.4613 1.3786 3.3168
O1 0.7883 0.6908 2.3537
C5 0.2430 1.7586 1.7605
O2 0.1723 2.8570 2.2559
C6 -0.3197 1.3743 0.4433
C7 -1.2984 2.1105 -0.1186
C8 -1.9510 1.8783 -1.3695
C9 -1.5832 1.0424 -2.4053
N2 -2.4607 1.1388 -3.4369
C10 -3.4379 2.0406 -3.1016
C11 -4.5481 2.4664 -3.8201
C12 -5.3712 3.3989 -3.2253
C13 -5.1008 3.8964 -1.9484
C14 -4.0025 3.4748 -1.2315
C15 -3.1522 2.5353 -1.8087
H6 -3.8027 3.8647 -0.2452
H7 -5.7709 4.6268 -1.5200
H8 -6.2426 3.7537 -3.7552
H9 -4.7602 2.0837 -4.8071
C16 -2.3792 0.4336 -4.6831
H10 -2.3218 1.1374 -5.5170
H11 -1.4885 -0.1920 -4.6887
H12 -3.2587 -0.2001 -4.8240
H13 -0.7165 0.4155 -2.4936
H14 -1.6372 2.9653 0.4490
N3 0.1844 0.1785 -0.0959
C17 1.5183 -0.1103 -0.1172
O3 2.3780 0.7334 0.0304
C18 1.8329 -1.5452 -0.3649
C19 1.0947 -2.5545 0.2445
C20 1.4539 -3.8778 0.0617
C21 2.5421 -4.2019 -0.7324
C22 3.2860 -3.1985 -1.3321
C23 2.9395 -1.8738 -1.1406
H15 3.5193 -1.0778 -1.5836
H16 4.1417 -3.4504 -1.9412
H17 2.8176 -5.2368 -0.8745
H18 0.8871 -4.6605 0.5449
H19 0.2716 -2.3026 0.8961
H20 -0.4813 -0.5300 -0.3683
H21 2.4134 -0.3401 5.0644
H22 0.7703 -0.8377 4.5840
H23 4.2776 -0.9731 3.4840
H24 3.8380 -1.9605 2.0701
H25 3.4287 -0.2512 2.0891

Properties
Energy relative to the best compared isomer or geometry (same formula, charge and spin) = 231.8 kJ/mol
Structure (SMILES) = CN(C)CCOC(=O)/C(=C/c1cn(C)c2ccccc12)NC(=O)c1ccccc1

no.,energy (eV)
1,-18893.4573
2,-30389.1159
3,-19733.1357
4,-173218.3316
5,-34870.0682